(1)
19
Properties=species:S:1:pos:R:3:forces:R:3:mulliken_charge:R:1 method="wB97M-V/def2-TZVPD" lumo_ev=-4.79 de_lowest_ev=4.327 homo_ev=-11.6216 e_tot_ev=-10947.149 total_charge=+1
C -0.72225 -0.53826 -2.09465 0.510 0.474 1.796 -0.787
C -0.34999 -1.84638 -2.58087 2.116 -1.722 0.314 -0.002
C -0.19582 -0.01566 -0.99604 0.304 -1.277 -0.720 0.892
C -0.13806 0.61937 2.25537 1.292 1.563 1.092 0.814
C -1.41613 0.50574 2.15111 -2.383 -0.877 -0.197 -0.733
C -0.90487 -2.50362 -3.61404 2.845 0.419 2.581 -0.832
C 1.81343 2.16426 2.28163 -0.036 -1.174 0.744 -0.782
N 1.12010 0.88922 2.43960 -2.730 -3.188 -1.458 -0.169
O 0.39720 0.29813 -0.03273 -0.325 0.351 -0.908 -0.449
H -1.21948 0.11719 -2.71978 -1.278 1.312 -1.055 0.391
H 0.59471 -2.19110 -2.03327 -1.298 -0.029 -1.273 0.208
H -2.18255 0.02915 2.88747 1.898 1.271 -0.762 0.291
H -1.95563 0.74555 1.17385 1.212 -0.523 1.109 0.218
H -0.50093 -3.32874 -4.12485 0.753 -1.083 0.034 0.273
H -1.80063 -2.22672 -3.94626 -3.486 1.539 -1.571 0.308
H 2.85367 1.92571 2.13935 0.277 0.261 0.176 0.333
H 1.40050 2.65954 1.46523 -0.489 0.920 -1.473 0.332
H 1.56807 2.64699 3.17207 0.368 1.483 1.374 0.359
H 1.63864 0.04963 2.17682 0.451 0.281 0.198 0.334



(2)
20
Properties=species:S:1:pos:R:3:forces:R:3:mulliken_charge:R:1 method="wB97M-V/def2-TZVPD" lumo_ev=-5.77 de_lowest_ev=1.973 smiles="C[C@H](O)CC[NH+]=C=C=C=O" homo_ev=-13.9341 e_tot_ev=-12996.834 total_charge=+1
C 3.79405 -0.32213 -0.06319 -1.309 -0.675 -0.170 0.213
C 4.95573 0.25482 0.03148 0.614 0.302 0.090 -0.209
C 2.69237 -0.89155 -0.16751 1.291 0.618 0.102 0.778
C -0.02386 1.23475 -1.06040 -0.208 -0.023 0.326 -1.248
C -0.74075 -0.77654 0.37095 0.162 0.515 0.238 -0.782
C 0.57404 -1.38007 0.85140 -0.967 -0.018 0.752 -0.644
C -0.68811 0.75787 0.23505 -0.181 -0.175 -0.586 0.310
N 1.56198 -1.44336 -0.22450 0.012 -0.334 -0.593 -0.123
O 5.96764 0.75987 0.11996 -0.152 -0.074 -0.031 -0.183
O -0.00335 1.24825 1.37149 0.105 0.017 0.197 -0.539
H -0.49700 0.77324 -1.92418 -0.017 -0.014 -0.126 0.346
H 1.04237 1.01484 -1.06682 0.036 0.017 -0.026 0.233
H -1.06227 -1.21924 -0.57214 -0.069 -0.080 -0.007 0.371
H -1.48524 -1.02022 1.12971 0.002 -0.091 -0.030 0.349
H 0.96741 -0.76597 1.66334 0.112 -0.170 -0.125 0.412
H 0.40844 -2.39968 1.20788 0.148 0.089 -0.038 0.328
H -1.72735 1.11696 0.23443 0.154 -0.087 0.023 0.359
H -0.14061 2.31224 -1.15095 0.038 0.087 -0.067 0.381
H 1.27872 -1.93469 -1.07181 0.223 0.094 0.041 0.310
H -0.15909 2.19408 1.45614 0.005 0.002 0.028 0.340



(3)
21
Properties=species:S:1:pos:R:3:forces:R:3:mulliken_charge:R:1 method="wB97M-V/def2-TZVPD" lumo_ev=-5.24 de_lowest_ev=0.000 homo_ev=-12.7148 e_tot_ev=-32620.014 total_charge=+1
C -2.91142 1.28085 -0.65482 -0.376 -0.536 0.619 -0.631
C -3.87053 0.55209 -0.06129 0.114 1.211 -0.987 -0.014
C 1.67840 -0.41045 -0.08844 0.779 1.567 -0.217 -0.990
C 0.65611 0.40019 0.06329 1.445 3.144 2.032 0.354
C 3.09239 0.02714 0.31448 -0.583 1.558 -1.350 0.669
C -0.64140 0.28687 -0.44758 -1.436 -2.600 -0.698 0.828
C 4.01855 -1.07549 0.58225 2.368 -0.073 -0.002 -1.177
N -1.52548 1.20720 -0.22827 -0.603 3.939 -0.543 -0.240
O 3.33949 1.22577 0.32152 -0.332 -1.846 0.341 -0.499
S -3.57636 -0.56516 1.17093 -2.026 -1.689 0.990 -0.172
S -1.18053 -1.22095 -1.17837 -0.099 0.575 -0.120 0.005
H -3.26500 2.10598 -1.26908 0.860 -0.045 -0.068 0.352
H -4.86863 0.86028 -0.37176 0.034 -0.577 0.204 0.363
H 1.54014 -1.17456 -0.78635 0.480 -1.706 -0.498 0.191
H 0.84311 1.36660 0.63711 -0.168 -1.275 -0.655 0.230
H 4.79512 -0.64979 1.27708 -0.502 -0.871 -0.781 0.314
H 4.48869 -1.68961 -0.26650 -0.561 1.639 0.681 0.326
H 3.44344 -1.83474 1.03024 -0.621 -1.016 1.217 0.390
H -1.18614 2.21579 0.01539 -0.259 -2.608 -0.142 0.324
H -4.90904 -1.11683 1.27902 1.990 0.901 -0.196 0.208
H 0.03908 -1.79117 -1.33884 -0.504 0.308 0.173 0.169